Record 1
The following is a DFT calculation (ωB97M-V/def2-TZVPD) of C3H2CsMgO3 as an isolated structure at a distorted geometry.

Last column: Mulliken charge in e.
Element x y z (Å)
Cs  1.94953  -2.06538  3.65906  0.9952
Mg  -3.05126  0.34750  -5.14993  0.6180
O  -0.43224  -0.88469  -0.19707  -0.4313
O  -2.76333  1.45813  -3.73042  -0.7169
O  -0.38719  1.17689  -1.02306  -0.2972
C  -1.17479  0.78591  -2.10480  -0.2123
C  0.03382  0.27257  -0.10348  0.4099
C  -2.07435  1.64735  -2.61609  0.1731
H  -1.07982  -0.24629  -2.44484  0.2166
H  -1.71375  2.69685  -2.44909  0.2450

The energy relative to the best compared isomer or geometry (same formula, charge and spin) is 0.00 kJ/mol. Its net charge is +1. The total energy comes out at -15269.1752 eV. As for the HOMO energy (alpha / beta): -0.3781 / -0.3336 Eh. Its largest force on an atom is 6.01 eV/Å. The value obtained for the LUMO energy (alpha / beta) is -3.86 / -4.18 eV.

---

Record 2
The following is a DFT calculation (ωB97M-V/def2-TZVPD) of C49H34Cl8N5O4S2Y as an isolated structure at a distorted geometry.

Last column: Mulliken charge in e.
Element x y z (Å)
Y  -1.20071  0.45681  -0.90416  0.6950
Cl  0.30240  -3.97716  -3.26653  -0.2204
Cl  -3.27686  -1.07220  -0.29369  -0.3822
Cl  -1.64916  -6.38916  -3.15410  -0.2060
Cl  -5.09655  -3.48943  -0.22142  -0.2245
Cl  3.42756  -5.18412  5.57766  -0.1923
Cl  5.09326  -2.95390  -0.08212  -0.2236
Cl  -4.35736  -6.16294  -1.62550  -0.2166
Cl  0.18788  -3.45484  2.00645  -0.0799
S  1.13750  1.81470  -1.70700  1.2848
S  1.10942  -6.71801  4.52445  -0.1783
O  -0.66964  -1.59880  -1.92734  -0.2769
O  1.86247  -2.31446  5.68464  -0.3837
O  0.12669  -0.96472  -0.03188  -0.2614
O  0.88067  1.84960  -0.22508  -0.4076
N  -0.06568  -0.10184  3.52126  0.5673
N  -2.04044  2.42093  0.81500  0.5943
N  -0.80932  0.37713  1.49695  1.6641
N  -1.50889  0.06695  -3.55922  0.5475
N  -2.58269  2.12995  -1.88480  0.5986
C  0.92623  -0.41852  4.53252  -1.5714
C  -1.21600  -3.82145  -2.45380  0.3606
C  -4.22092  4.07778  -3.12906  -1.7384
C  -2.30475  0.99929  -4.09905  0.8219
C  1.27175  -1.91103  4.45465  -0.0218
C  1.07020  3.86463  -3.51572  -0.0717
C  4.87773  0.54986  -0.95641  -0.7936
C  -3.36556  4.41235  1.01961  -0.9809
C  -1.24918  -0.94599  -5.72987  -1.0460
C  4.43673  -2.00876  2.36438  -1.1367
C  3.25690  0.89720  -3.19137  -0.4210
C  1.81066  -2.87051  2.16934  1.2212
C  -2.08831  0.00661  -6.29823  -0.7358
C  2.22183  -2.20088  3.31955  -0.0905
C  3.54672  -1.78310  3.39874  -0.3460
C  -1.48869  -2.55803  -1.84216  -0.9613
C  2.68344  -3.10149  1.11533  -0.8596
C  -3.93563  4.15229  -1.78133  -0.6679
C  4.54783  0.41523  -3.33856  -0.7458
C  -1.00125  -0.86702  -4.38330  -0.8351
C  1.81565  4.43284  -1.28228  -0.2112
C  1.03207  -3.17811  6.44538  -0.7744
C  -3.67087  3.02728  -3.85294  -0.7067
C  1.73763  -5.35258  5.34432  0.5997
C  -2.84154  3.34367  0.25398  0.6478
C  -0.49018  -6.14274  4.71237  -0.4061
C  -2.21225  3.56983  2.92528  -1.0064
C  5.35640  0.24379  -2.22235  -0.5389
C  -3.05436  4.52118  2.34611  -0.9009
C  1.37033  3.50737  -2.21133  0.2933
C  0.23846  0.16296  2.23628  -1.2941
C  -1.73136  2.56388  2.12852  -1.5441
C  -1.43406  -0.11770  3.62919  -1.4716
C  1.98564  5.74788  -1.68361  -0.8802
C  -3.60606  -3.61390  -1.08409  -0.0697
C  -3.13440  3.20490  -1.17019  0.6536
C  3.58799  1.03423  -0.79761  -0.1101
C  -3.28670  -4.81299  -1.70595  0.4268
C  1.24464  5.18448  -3.90704  -0.7644
C  -2.60926  0.97699  -5.48211  -1.0193
C  2.80138  1.21128  -1.92107  0.5880
C  3.98858  -2.66579  1.22684  0.3446
C  1.70383  6.12140  -2.99262  -0.4665
C  -1.91134  0.17758  2.40230  -0.6395
C  -2.07197  -4.90247  -2.39175  0.1867
C  0.76950  -4.47857  5.74089  0.2861
C  -2.87064  2.07423  -3.25185  0.7360
C  -2.74114  -2.52545  -1.15011  1.0338
C  -0.52229  -4.95455  5.37044  -0.6884
H  -0.79565  -1.73552  -6.31237  0.4901
H  -3.45546  5.34020  2.93003  0.4193
H  1.25275  0.17889  1.86932  0.7401
H  1.55547  -3.33672  7.38848  0.3445
H  0.69662  3.12798  -4.21791  0.4310
H  3.89005  -1.28491  4.29750  0.4698
H  1.83506  7.15123  -3.29773  0.4018
H  -1.43825  -4.41826  5.57819  0.3743
H  0.07558  -2.69291  6.67789  0.3400
H  -2.90807  0.21025  2.00919  0.4662
H  -4.00922  5.15001  0.57122  0.3652
H  4.92013  0.16735  -4.32350  0.4268
H  -1.93049  -0.36693  4.55141  0.6167
H  3.19113  1.26728  0.18163  0.1913
H  -1.93928  3.61318  3.97080  0.5054
H  -3.25113  1.71703  -5.92237  0.3600
H  2.01679  4.12462  -0.26442  0.4550
H  0.34933  -2.46599  4.28076  0.4984
H  -3.89112  2.98476  -4.90394  0.3393
H  6.36178  -0.13873  -2.33927  0.4353
H  -4.34512  4.96751  -1.20846  0.3119
H  -1.06548  1.81057  2.49520  1.2402
H  1.79704  0.21298  4.35800  0.2601
H  -2.32271  -0.00710  -7.35485  0.4329
H  -0.34403  -1.58750  -3.92776  0.6886
H  2.34169  -3.61365  0.22765  0.4962
H  2.33400  6.48450  -0.97191  0.4172
H  5.46606  -1.68648  2.43840  0.4811
H  5.50588  0.40371  -0.08782  0.4258
H  -1.31979  -6.70601  4.31810  0.4469
H  -4.84509  4.81675  -3.61111  0.4352
H  1.01383  5.48052  -4.92151  0.4337
H  0.54632  -0.17501  5.52486  0.4721
H  2.61738  1.02254  -4.05744  0.4056

The energy relative to the best compared isomer or geometry (same formula, charge and spin) is 590.13 kJ/mol. Its net charge is 0. The total energy comes out at -189897.2694 eV. As for the HOMO energy (alpha / beta): -0.2619 / -0.1789 Eh. Its largest force on an atom is 3.43 eV/Å. The value obtained for the LUMO energy (alpha / beta) is 0.18 / 0.25 eV.

---

Record 3
The following is a DFT calculation (ωB97M-V/def2-TZVPD) of C25H18BrMnN4O5S as an isolated structure at a distorted geometry.

Last column: Mulliken charge in e.
Element x y z (Å)
Br  -0.49360  3.20928  -1.99181  -0.1171
Mn  0.45871  1.54656  0.18049  0.0886
S  0.86002  -0.32607  1.95228  -0.3385
O  0.35066  4.54296  2.80788  -0.6956
O  -0.26253  2.83308  1.47765  -0.6246
O  1.49928  0.61327  -1.12388  -0.2523
O  3.54687  -0.32814  -0.88415  -0.8645
O  5.49844  3.16878  2.56894  -0.5580
N  1.48350  -2.18353  0.13963  -0.3542
N  -0.24345  -2.73344  1.47495  0.0043
N  -2.48772  1.08289  0.25940  -0.8719
N  2.03935  2.58009  0.46009  -0.2034
C  -1.09153  0.47193  -2.91131  0.4719
C  0.61470  3.66491  2.02289  0.3367
C  -1.36513  -2.63575  2.33288  0.3176
C  0.67924  -1.78723  1.12772  0.2321
C  -3.24806  -1.48213  3.25722  -0.7774
C  -0.28785  2.14111  -4.51452  -0.7882
C  -2.87595  -3.78046  3.82017  -0.5154
C  -1.95077  -2.19001  -2.51627  -1.0994
C  -0.76545  -0.06875  -5.29759  -0.8363
C  4.33744  1.94434  0.85680  -0.8479
C  -3.63303  -2.62484  3.94699  -0.4682
C  -1.40648  0.86865  -0.39048  -0.4465
C  -1.14464  -0.45584  -3.98729  0.7615
C  -0.34849  1.19285  -5.56089  -0.6360
C  -0.64462  1.79469  -3.24877  0.3353
C  -2.12120  -1.47790  2.44883  0.3462
C  -1.58001  -1.78825  -3.75780  -0.9065
C  -1.49134  0.01571  -1.61042  1.7129
C  -1.74549  -3.78453  3.01597  -0.6063
C  2.77516  0.61892  -0.67870  0.1303
C  4.36532  2.87452  1.84564  1.3587
C  3.12304  1.74729  0.14914  0.1343
C  -1.90469  -1.27388  -1.44117  -0.3048
C  3.17382  3.56908  2.28162  -0.8233
C  2.03937  3.33948  1.58411  0.4659
H  -3.15734  -4.68118  4.35120  0.3553
H  -1.84414  -0.58681  1.90436  -0.0138
H  5.19537  1.32371  0.62525  0.3413
H  2.22509  -1.56705  -0.20794  0.2434
H  0.05076  3.14831  -4.71182  0.4042
H  6.20777  2.60070  2.24764  0.2826
H  -2.24922  1.66203  1.07278  0.5297
H  -0.80644  -0.81188  -6.08584  0.3373
H  -3.83440  -0.57540  3.33391  0.4170
H  -2.20643  -1.58282  -0.44678  0.5131
H  1.11809  -2.84195  -0.53093  0.2071
H  -2.28999  -3.20565  -2.34838  0.4318
H  -0.00560  -3.67261  1.19675  0.2514
H  -0.05466  1.48170  -6.56224  0.3698
H  -4.51792  -2.61663  4.56999  0.3767
H  3.17542  4.18293  3.17004  0.4939
H  -1.61277  -2.47273  -4.59792  0.3564
H  -1.14651  -4.68431  2.92368  0.3433

The energy relative to the best compared isomer or geometry (same formula, charge and spin) is 125.95 kJ/mol. Its net charge is -1. The total energy comes out at -154616.9153 eV. As for the HOMO energy (alpha / beta): -0.0888 / -0.1918 Eh. Its expectation value of S² is 8.826. Its largest force on an atom is 1.36 eV/Å. The value obtained for the LUMO energy (alpha / beta) is 2.44 / 2.44 eV. The multiplicity is 6.